Density functional theory data (the ωB97M-V functional and the def2-TZVPD basis) for a structure of composition C4H4OS.

Structure (XYZ):
```
10
C4H4OS (the ωB97M-V functional and the def2-TZVPD basis)
C 0.253 0.857 0.201
C -0.104 -0.580 0.379
C 0.028 1.280 -2.643
C -0.196 -0.649 1.878
O -0.265 -1.463 -0.437
S 0.023 1.159 1.855
H 0.996 1.450 -2.999
H -0.078 0.134 -3.045
H -1.194 -1.181 2.187
H 0.538 -1.008 2.623
```

The charge is 0. The value obtained for the energy above the lowest of the compared OMol25 structures with the same formula, charge and spin is 199.70 kcal/mol. Its electronic energy is -627.91676 a.u. The calculation puts the strongest force on any atom at 3.83 eV Å⁻¹. The orbital gap (alpha / beta) comes out at 6.73 / 6.84 eV.



Density functional theory data (the ωB97M-V functional and the def2-TZVPD basis) for an isolated molecule of C4H4OS.

Structure (XYZ):
```
10
C4H4OS (the ωB97M-V functional and the def2-TZVPD basis)
C -0.152 -0.843 1.125
C 0.513 0.096 1.894
C -0.283 -0.194 -1.184
C -0.288 0.517 -2.255
O -0.452 -0.888 -0.185
S 1.239 1.542 1.522
H -0.540 -1.728 1.609
H 0.553 -0.196 2.941
H -1.082 1.225 -2.466
H 0.492 0.469 -3.001
```

The charge is 0. The value obtained for the energy above the lowest of the compared OMol25 structures with the same formula, charge and spin is 108.36 kcal/mol. Its electronic energy is -628.06232 a.u. The calculation puts the strongest force on any atom at 2.52 eV Å⁻¹. The orbital gap (alpha / beta) comes out at 6.76 / 6.72 eV.



Density functional theory data (the ωB97M-V functional and the def2-TZVPD basis) for an isolated molecule of C4H4OS.

Structure (XYZ):
```
10
C4H4OS (the ωB97M-V functional and the def2-TZVPD basis)
C -2.041 -0.833 0.596
C -0.691 -0.398 0.222
C 0.386 0.046 -0.197
C 1.726 0.419 -0.532
H -2.357 -0.525 1.638
H -2.763 -0.466 -0.173
H -2.121 -1.992 0.615
H 3.321 2.012 -0.767
O 2.564 -0.402 -0.735
S 1.975 2.139 -0.667
```

The SMILES is CC#CC(=O)S. The charge is 0. The value obtained for the energy above the lowest of the compared OMol25 structures with the same formula, charge and spin is 40.26 kcal/mol. Its electronic energy is -628.17085 a.u. The calculation puts the strongest force on any atom at 4.31 eV Å⁻¹. The orbital gap comes out at 10.32 eV.



Density functional theory data (the ωB97M-V functional and the def2-TZVPD basis) for an isolated molecule of C4H4OS.

Structure (XYZ):
```
10
C4H4OS (the ωB97M-V functional and the def2-TZVPD basis)
C -0.755 -1.148 0.033
C 0.570 -1.344 -0.012
C 0.789 1.242 -0.034
C -0.570 1.251 0.067
H -1.467 -1.986 -0.145
H 0.900 -2.435 0.195
H 1.199 2.263 -0.098
H -1.180 2.156 0.148
O -1.389 0.080 -0.114
S 1.903 -0.080 -0.039
```

The SMILES is C1=CSC=CO1. The charge is 0. The value obtained for the energy above the lowest of the compared OMol25 structures with the same formula, charge and spin is 43.34 kcal/mol. Its electronic energy is -628.16593 a.u. The calculation puts the strongest force on any atom at 3.07 eV Å⁻¹. The orbital gap comes out at 8.47 eV.